Entry 1:
C29H33N4O3 | the ωB97M-V functional and the def2-TZVPD basis

Its HOMO energy is -10.1 eV.

Geometry as ORCA input:
```
! wB97M-V def2-TZVPD RIJCOSX def2/J DEFGRID3
* xyz 1 1
C -0.6823 -4.5930 4.6310
C -1.1951 -3.9201 3.3951
C -1.0735 -4.5614 2.1540
C -1.5629 -3.9729 0.9943
C -2.2169 -2.7222 1.0675
N -2.7396 -2.1550 -0.0579
C -2.3072 -2.0515 2.3089
C -1.8058 -2.6571 3.4561
H -0.8348 -3.9634 5.5102
H -1.1870 -5.5500 4.8095
H 0.3878 -4.8161 4.5526
H -0.5934 -5.5412 2.1111
H -1.4692 -4.4701 0.0253
H -3.3892 -1.3857 0.0164
H -2.7673 -2.6772 -0.9223
H -2.7858 -1.0688 2.3524
H -1.8966 -2.1601 4.4249
C 4.4789 1.3843 -0.4916
N 3.0934 1.1558 -0.1551
C 2.7195 0.9423 1.1409
O 3.4834 0.9171 2.1034
C 1.2043 0.7531 1.1590
C 0.5138 1.8423 1.9804
C 0.9364 1.8409 3.4361
C 1.5938 2.9504 3.9760
C 2.0097 2.9431 5.3084
C 1.7621 1.8180 6.1063
C 1.1037 0.7048 5.5673
C 0.6901 0.7177 4.2304
N 0.8713 0.7917 -0.2686
C -0.3893 0.5805 -0.6919
C -0.7797 0.6261 -2.0267
C -2.0715 0.4412 -2.5031
C -2.4148 0.5085 -3.9055
C -1.4348 0.7593 -4.9027
C -1.7781 0.7957 -6.2636
N -0.7478 1.0334 -7.2208
O -1.0531 1.0559 -8.4338
O 0.4253 1.2105 -6.8136
C -3.1011 0.5968 -6.6890
C -4.0834 0.3667 -5.7224
C -3.7574 0.3274 -4.3643
C 2.0277 1.0462 -1.1451
C 1.8956 2.3756 -1.9043
C 2.3138 -0.1362 -2.0816
H 5.0455 1.4357 0.4417
H 4.8777 0.5687 -1.1093
H 4.5948 2.3275 -1.0398
H 0.9749 -0.2461 1.5787
H 0.7598 2.8140 1.5225
H -0.5741 1.6979 1.8959
H 1.7953 3.8025 3.3228
H 2.5285 3.8147 5.7133
H 2.0852 1.8093 7.1483
H 0.9085 -0.1795 6.1783
H 0.1851 -0.1436 3.7847
H -1.1165 0.3573 0.0952
H -0.0045 0.8311 -2.7629
H -2.8813 0.2755 -1.7860
H -0.3893 0.9248 -4.6513
H -3.3111 0.6306 -7.7554
H -5.1126 0.2157 -6.0512
H -4.5305 0.1505 -3.6157
H 1.7813 3.1942 -1.1792
H 2.7960 2.5427 -2.5095
H 1.0256 2.3817 -2.5651
H 2.4838 -1.0342 -1.4716
H 1.4779 -0.3324 -2.7561
H 3.2070 0.0781 -2.6817
*
```

---

Entry 2:
C5H14N2S | the ωB97M-V functional and the def2-TZVPD basis

The energy relative to the best compared isomer or geometry (same formula, charge and spin) is 126.3 kJ/mol. Its HOMO energy (alpha / beta) is 1.2 / -5.1 eV.

Geometry as ORCA input:
```
! wB97M-V def2-TZVPD RIJCOSX def2/J DEFGRID3
* xyz -1 2
C -1.1414 0.0596 -0.2838
N -0.9416 -1.0583 0.6710
C -0.4369 -0.7831 1.9863
C 1.0024 -1.3871 2.2468
S 2.3840 -0.3918 1.8310
C -0.1062 0.4472 -1.3739
N 1.1360 1.0368 -0.9338
C -0.8515 1.2874 -2.4130
H -2.0901 -0.2030 -0.7728
H -1.3108 0.9545 0.3437
H -0.5572 -1.8350 0.1576
H -1.0642 -1.1633 2.7997
H -0.3701 0.2985 2.1416
H 1.0380 -1.6590 3.2920
H 1.1267 -2.3279 1.7102
H 0.1655 -0.5103 -1.8868
H 1.8443 0.5446 1.0324
H 1.3850 1.9526 -1.2642
H 1.9047 0.3807 -1.0617
H -0.1383 1.6820 -3.1255
H -1.4502 0.5877 -2.9923
H -1.5280 2.0873 -2.1046
*
```

---

Entry 3:
C20H37FN7O5P2SSbSe5Y | the ωB97M-V functional and the def2-TZVPD basis

The energy relative to the best compared isomer or geometry (same formula, charge and spin) is 0.0 kJ/mol. Its HOMO energy is -4.4 eV.

Geometry as ORCA input:
```
! wB97M-V def2-TZVPD RIJCOSX def2/J DEFGRID3
* xyz -1 1
Y -1.9107 -0.7018 -0.7250
Se -6.2520 1.1124 -0.1467
Sb -5.3955 -0.6074 -1.6990
Se -4.1886 -2.3352 -0.3110
Se -3.3779 0.3962 -2.8166
Se -6.9426 -1.5965 -3.2318
N 0.1752 0.0919 2.9471
C -1.0690 0.8472 3.2983
P -2.3578 -0.4542 3.0792
O -2.2369 -1.3442 4.2652
O -2.0985 -1.0360 1.7054
C -3.9703 0.4127 2.9928
N -4.9668 -0.4425 2.3133
H 1.0667 0.5840 3.1708
H 0.1626 -0.1766 1.9473
H 0.1691 -0.7892 3.4705
H -1.1517 1.7001 2.6324
H -1.0014 1.1592 4.3386
H -3.8727 1.3243 2.3982
H -4.3258 0.6638 3.9902
H -4.5374 -1.1112 1.6180
H -5.5885 0.1521 1.6680
H -5.5338 -0.9835 2.9590
C 1.9775 -0.7379 -5.1912
N 0.5644 -0.6135 -5.5286
C 0.2933 0.7709 -5.9110
N 0.6952 1.7577 -4.9088
C 2.1044 1.5527 -4.5955
N 2.4356 0.1952 -4.1605
C 1.8158 -0.1050 -2.8651
P -0.0391 0.0063 -2.8912
C -0.2895 -1.0270 -4.4113
C -0.1399 1.6662 -3.7066
H 2.5608 -0.5456 -6.0958
H 2.1754 -1.7587 -4.8576
H -0.7737 0.8813 -6.1099
H 0.8474 0.9817 -6.8298
H 2.4016 2.2576 -3.8157
H 2.6858 1.7641 -5.4972
H 2.1958 0.6041 -2.1228
H 2.1082 -1.1083 -2.5424
H -1.3403 -0.9581 -4.6982
H -0.0867 -2.0709 -4.1591
H 0.1648 2.4305 -2.9868
H -1.1819 1.8655 -3.9630
C 3.6150 -0.0186 0.6407
N 3.6123 -0.7100 1.9233
C 3.7654 -2.0739 2.0697
C 3.7418 -2.3342 3.3924
N 3.5783 -1.1221 4.0413
C 3.4603 -0.9421 5.4755
C 3.4930 -0.1211 3.1331
Se 3.1560 1.6654 3.4940
H 2.9498 -0.5408 -0.0389
H 4.6266 0.0024 0.2362
H 3.2693 0.9982 0.8056
H 3.8279 -2.7244 1.2147
H 3.8198 -3.2617 3.9298
H 3.8700 -1.8209 5.9678
H 2.4177 -0.8125 5.7661
H 4.0118 -0.0531 5.7708
C -0.1447 -3.6740 1.1438
S 0.4086 -2.6259 -0.1654
O 1.7355 -3.0428 -0.5505
O 0.3578 -1.2349 0.3565
O -0.6188 -2.7186 -1.2178
H 0.6543 -3.7564 1.8784
H -0.3705 -4.6470 0.7134
H -1.0375 -3.2254 1.5783
F -0.3244 5.3414 1.4591
C -0.6514 4.1100 0.9825
C 0.3548 3.2117 0.7022
C -0.0116 1.9504 0.2256
C -1.3407 1.5463 0.0265
C -2.3030 2.5388 0.2928
C -1.9822 3.8031 0.7775
H 1.3880 3.4903 0.8639
H 0.7966 1.2495 0.0175
H -3.3544 2.3294 0.1012
H -2.7420 4.5496 0.9761
*
```

---

Number 1: maximum force 3.91 eV/Å. Number 2: maximum force 1.98 eV/Å. Number 3: maximum force 0.70 eV/Å.